Density functional theory data (ωB97M-V/def2-TZVPD) for an isolated ion of composition C10H10BrO2S and charge -1.

Summary:
Orbital gap   6.49 eV
Relative energy (zero: lowest compared OMol25 entry of this formula, charge and spin)   0.00 kcal per mole
E_LUMO   3.1 eV
Electronic energy   -3509.6944 Eh
Charge   -1
Strongest force on any atom   3.4 eV Å⁻¹
Structure (SMILES)   C=C(C=[S@@](=O)([O-])c1ccccc1)CBr

Last column: Löwdin charge in e.
Positions of all 24 atoms, in Å:
C  -2.17  -1.37  -0.38  -0.090
C  -2.05  -1.12  2.03  -0.090
H  -0.12  -1.08  2.82  0.112
O  2.38  -1.30  1.77  -0.376
H  -3.90  -1.38  1.05  0.085
H  -2.51  -0.81  2.97  0.095
C  1.30  1.65  -0.65  -0.482
C  -0.80  -1.44  -0.42  -0.079
H  0.34  3.13  -1.54  0.008
Br  2.06  2.29  -3.43  0.573
H  1.62  1.13  1.49  0.066
H  0.27  1.01  -2.25  0.044
C  1.32  1.09  -2.09  -0.581
H  -0.30  -1.48  -1.38  0.101
O  2.17  -1.42  -0.80  -0.402
H  0.47  3.31  0.33  0.037
C  -0.01  -1.19  0.71  -0.278
C  -2.83  -1.34  0.88  -0.108
C  1.88  0.84  0.45  -0.255
C  -0.66  -0.98  1.88  -0.100
H  -2.84  -1.65  -1.25  0.109
H  2.00  0.21  -2.12  0.041
S  1.77  -0.86  0.52  0.626
C  0.59  2.76  -0.57  -0.055